# 1
Formula: C21H18Co2N2O6S2
Source: the Open Molecules 2025 dataset
Level of theory: ωB97M-V with the def2-TZVPD basis set

The geometry in XYZ format:
```
51
Properties=species:S:1:pos:R:3:forces:R:3:nbo_charge:R:1
C 4.5624 -1.2262 6.6861 -0.83 0.54 -1.55 -0.40
N 3.6243 -0.8959 5.5768 -0.49 -0.49 0.65 -0.45
C 3.0897 0.4857 5.5843 0.54 -1.10 -0.10 -0.23
C 1.8750 0.6107 4.6674 0.15 -0.14 -0.57 -0.24
N 2.1377 0.1077 3.2999 1.03 -0.25 1.14 -0.47
C 1.4707 0.6348 2.2193 0.03 -0.16 0.10 -0.11
S 0.4454 1.9375 2.4210 -0.74 1.11 0.64 -0.38
S 1.6382 0.0025 0.6862 0.50 -0.95 -0.75 -0.35
C 2.8086 -1.2129 3.2647 -0.33 0.66 -0.09 -0.23
C 4.0175 -1.2577 4.1961 -0.07 0.39 1.09 -0.23
H 4.8491 -2.2760 6.6410 -0.05 -0.05 -0.13 0.19
H 5.4617 -0.6169 6.6239 0.51 0.20 0.14 0.15
H 4.0866 -1.0469 7.6498 -0.13 0.08 -0.05 0.19
H 2.8478 0.7740 6.6140 -0.20 -0.14 -0.14 0.19
H 3.8887 1.1546 5.2527 0.11 0.40 -0.20 0.16
H 1.0272 0.0509 5.0734 -0.03 -0.05 0.26 0.18
H 1.5653 1.6586 4.5925 0.08 -0.29 -0.09 0.26
H 2.0747 -1.9644 3.5692 0.03 -0.23 0.14 0.17
H 3.0954 -1.4405 2.2336 -0.07 0.25 0.16 0.26
H 4.7731 -0.5402 3.8662 0.22 0.19 -0.39 0.16
H 4.4999 -2.2419 4.1981 -0.29 -0.02 0.00 0.19
O -0.1899 0.4203 -7.8800 0.17 0.06 -0.91 -0.55
C -0.8216 0.2756 -6.9452 -0.01 -0.04 1.89 0.54
Co -1.8465 0.0544 -5.4594 -0.36 0.13 -0.17 -0.03
C -3.5450 -0.2583 -5.9170 0.75 0.16 0.09 0.44
O -4.6449 -0.4368 -6.1482 -1.39 -0.28 -0.47 -0.58
C -1.3685 -1.4267 -4.5155 0.27 0.14 -1.17 0.54
O -1.1190 -2.3412 -3.8849 -0.06 -0.07 0.34 -0.52
C -1.9252 2.0114 -4.8635 0.65 -1.45 2.10 -0.55
C -1.9899 1.1274 -3.7061 -2.56 2.43 -0.30 -0.34
C -3.2994 0.6778 -3.2014 4.61 1.37 -2.84 -0.17
C -3.4366 -0.1070 -2.0682 -0.28 -1.95 2.77 -0.03
C -4.6039 -0.8905 -1.8499 0.90 0.84 -0.67 -0.20
C -4.6842 -1.7370 -0.7791 -0.07 -0.40 0.32 -0.24
C -3.6385 -1.8244 0.1248 0.00 -0.07 0.09 -0.22
C -2.4928 -1.0612 -0.0429 -0.10 -0.37 0.36 -0.20
C -2.3804 -0.2249 -1.1181 -0.63 0.41 -0.97 -0.17
Co -0.2070 2.1545 -3.7848 -0.96 -1.55 -0.81 -0.05
C 0.8817 2.5240 -5.2185 -1.42 -0.40 2.10 0.53
O 1.5582 2.7517 -6.1039 0.66 0.25 -0.98 -0.57
C 0.5860 0.7483 -2.9498 0.43 1.03 -0.04 0.52
O 1.0467 -0.1439 -2.4150 -0.06 -0.43 -0.13 -0.52
C -0.4982 3.5377 -2.6660 0.39 -0.97 -0.75 0.49
O -0.7064 4.3996 -1.9533 -0.22 0.82 0.58 -0.55
H -2.5842 2.8745 -4.7778 -0.25 -0.19 -1.03 0.18
H -4.1380 0.7640 -3.8709 -0.31 0.41 0.01 0.19
H -5.3901 -0.8711 -2.5894 -0.18 0.12 -0.11 0.20
H -5.5454 -2.3788 -0.6731 -0.19 -0.06 0.11 0.19
H -3.7058 -2.5112 0.9495 -0.03 -0.17 0.27 0.19
H -1.6738 -1.1453 0.6537 0.16 0.07 0.10 0.24
H -1.4763 0.3397 -1.2623 0.14 0.20 -0.04 0.25
```
Forces are in eV/Å.

Charge ... -2
Energy above the lowest of the compared OMol25 structures with the same formula, charge and spin ... 54.2 kJ/mol
Electronic energy ... -4933.80608 Ha
E_HOMO ... -1.02 eV

# 2
Formula: C21H18CrF6N7O2SSb
Source: the Open Molecules 2025 dataset
Level of theory: ωB97M-V with the def2-TZVPD basis set

The geometry in XYZ format:
```
57
Properties=species:S:1:pos:R:3:forces:R:3:nbo_charge:R:1
Cr -1.1989 -0.5339 0.5740 0.01 -0.14 0.05 1.25
N 8.1400 1.0771 -2.2541 -0.01 -0.01 0.00 -0.68
C 6.8926 0.6574 -2.0099 0.02 0.00 -0.01 0.23
C 6.2076 1.0838 -0.8401 0.01 0.03 0.02 -0.22
C 4.9473 0.6560 -0.5706 -0.05 -0.04 -0.03 -0.22
C 4.2938 -0.2508 -1.4672 0.05 0.04 -0.06 0.41
C 4.9791 -0.6458 -2.6630 -0.01 -0.02 0.04 -0.20
C 6.2349 -0.2108 -2.9255 0.02 0.00 -0.01 -0.22
S 2.2698 -1.1445 0.4266 0.02 0.04 0.06 1.70
O 3.2032 -0.6080 1.3862 0.00 -0.05 -0.03 -0.88
O 3.1035 -0.7105 -1.2931 -0.02 0.02 -0.01 -0.64
N 0.9711 -0.2904 0.2208 -0.03 0.07 0.06 -0.98
C 0.8548 1.0681 0.4525 -0.04 0.00 -0.03 0.57
N -0.4469 1.3922 0.6068 0.09 0.13 -0.03 -0.56
C -0.7646 2.6562 0.8738 0.11 -0.05 0.03 0.14
C 0.2275 3.6134 0.9516 0.00 0.00 0.02 -0.32
C 1.5311 3.1857 0.7406 -0.02 0.01 0.01 0.13
N 1.8645 1.9187 0.4921 -0.03 0.04 -0.03 -0.46
H 8.6209 1.6825 -1.6106 0.00 0.00 0.00 0.41
H 8.6384 0.7797 -3.0757 0.00 0.00 0.00 0.41
H 6.7044 1.7692 -0.1640 0.00 -0.01 -0.01 0.23
H 4.4161 1.0024 0.3007 -0.03 -0.02 0.03 0.27
H 4.4606 -1.3129 -3.3379 0.00 0.00 0.01 0.24
H 6.7515 -0.5223 -3.8250 0.00 0.00 0.01 0.23
H -1.8137 2.8714 1.0293 -0.01 0.03 -0.01 0.23
H 0.0008 4.6447 1.1730 0.00 0.00 0.00 0.25
H 2.3526 3.8920 0.7771 -0.01 0.00 0.00 0.21
C -5.0159 2.6586 -2.1178 0.02 0.04 -0.03 -0.17
C -5.7680 1.6502 -1.5280 0.00 -0.06 0.02 -0.19
C -5.1448 0.5268 -1.0139 0.02 0.05 -0.02 -0.20
C -3.7591 0.4379 -1.0893 0.04 -0.04 0.01 0.15
C -2.9941 1.4491 -1.6574 -0.12 0.05 0.01 -0.23
C -3.6325 2.5582 -2.1872 0.00 0.01 -0.01 -0.19
N -3.0563 -0.6688 -0.5386 -0.04 0.08 0.00 -0.21
N -3.6825 -1.7388 -0.4778 -0.02 -0.03 0.01 -0.11
C -2.9658 -2.7801 0.1635 -0.01 0.02 -0.03 0.30
C -3.5810 -4.0049 0.3003 0.05 -0.04 0.02 -0.19
C -2.8824 -5.0133 0.9537 -0.08 0.00 -0.03 -0.12
C -1.6147 -4.7535 1.4382 0.05 0.01 0.02 -0.22
C -1.0771 -3.4878 1.2656 -0.05 0.01 -0.01 0.11
N -1.7365 -2.5201 0.6308 0.04 -0.20 0.03 -0.52
H -5.5116 3.5319 -2.5204 0.00 0.00 0.01 0.23
H -6.8432 1.7452 -1.4602 0.01 0.00 -0.01 0.23
H -5.7061 -0.2614 -0.5335 -0.01 0.00 0.00 0.24
H -1.9172 1.3583 -1.6975 0.04 -0.04 -0.01 0.22
H -3.0518 3.3445 -2.6504 -0.01 0.00 0.00 0.23
H -4.5788 -4.1441 -0.0886 0.00 0.00 0.00 0.25
H -3.3330 -5.9872 1.0893 0.00 0.01 -0.01 0.24
H -1.0473 -5.5088 1.9623 0.00 0.02 0.00 0.25
H -0.1061 -3.2266 1.6649 0.01 0.00 0.00 0.22
F -0.5127 -0.7417 2.7257 -0.07 -0.02 -0.01 -0.70
Sb -2.0908 -0.4029 3.8417 0.00 -0.09 0.10 3.17
F -2.8637 -0.0226 2.0955 0.00 0.05 -0.01 -0.70
F -1.5608 1.3959 3.8944 0.03 0.02 -0.03 -0.67
F -3.7235 -0.0627 4.6729 0.07 0.01 -0.01 -0.65
F -1.1365 -0.8492 5.3798 -0.04 0.05 -0.08 -0.65
F -2.5481 -2.2028 3.5135 0.01 -0.01 0.01 -0.68
```
Forces are in eV/Å.

Charge ... +1
Energy above the lowest of the compared OMol25 structures with the same formula, charge and spin ... 0.0 kJ/mol
2S+1 ... 6
Electronic energy ... -3626.88239 Ha
E_HOMO (alpha / beta) ... -11.03 / -11.89 eV

Across the entries above, molecular weight takes the values 576.4 720.2 u, respectively.